Here is 11 unconnected molecules or ions with the total composition C46H124N10O13 in a non-equilibrium geometry from the OMol25 dataset. Energies are from ωB97M-V with the def2-TZVPD basis set.

Geometry as XYZ:
```
193
Properties=species:S:1:pos:R:3:forces:R:3:lowdin_charge:R:1
C -2.5467 -4.8301 4.7846 -0.69 1.21 1.63 -0.103
O -1.9583 -4.6558 3.5190 -0.64 -1.17 0.45 -0.210
C -2.9169 -4.7539 2.4855 0.33 -1.05 -1.60 -0.192
C -2.1397 -4.4686 1.1960 0.02 2.14 0.66 -0.422
C -2.9917 -4.5180 -0.0361 -0.09 -0.69 -0.35 -0.051
N -0.9176 -5.2650 1.0463 -1.08 -0.55 0.13 0.062
H -2.8024 -3.8281 5.1639 0.04 -0.15 0.14 0.076
H -1.9284 -5.2462 5.5828 0.65 -0.24 -0.69 0.094
H -3.4951 -5.3712 4.8524 0.13 -0.32 -0.77 0.098
H -3.3123 -5.7694 2.3139 0.15 -0.28 0.79 0.137
H -3.7998 -4.1255 2.6226 0.31 0.26 -0.06 0.113
H -1.8625 -3.4060 1.2940 0.26 -0.17 -0.01 0.120
H -3.3558 -5.5223 -0.2880 0.04 -0.09 0.26 0.102
H -2.4069 -4.2089 -0.9044 -0.01 0.01 0.10 0.092
H -3.8707 -3.8795 0.0660 0.56 -0.45 0.22 0.040
H -1.3268 -6.1755 0.8223 0.88 -0.21 -0.09 0.099
H -0.4669 -5.3630 1.9538 -0.18 -0.07 0.05 0.087
C 6.2491 4.3854 2.0430 0.24 0.04 0.78 -0.095
O 5.6303 3.1725 2.4625 -0.12 0.82 -0.86 -0.197
C 4.9633 2.6285 1.3398 -0.28 -1.47 0.32 -0.223
C 4.5476 1.2018 1.6708 0.80 -1.83 -0.51 -0.413
C 5.7493 0.2464 1.8125 0.39 0.26 0.42 -0.055
N 3.8018 0.6625 0.5178 -0.07 1.27 0.14 0.066
H 7.1612 4.1769 1.4774 -0.19 0.00 -0.36 0.093
H 6.5716 4.9463 2.9221 -0.17 -0.11 0.12 0.088
H 5.5399 5.0062 1.4908 0.14 0.03 -0.19 0.076
H 4.0635 3.1723 1.0205 0.06 0.47 0.30 0.116
H 5.6139 2.5626 0.4605 0.17 0.16 0.03 0.129
H 4.0043 1.0916 2.6148 -0.20 0.63 0.03 0.121
H 5.4299 -0.7937 1.9032 -0.27 0.05 -0.06 0.061
H 6.3405 0.4414 2.7105 -0.05 0.22 -0.05 0.077
H 6.4146 0.2921 0.9482 -0.09 0.14 -0.08 0.080
H 3.4761 -0.2750 0.6969 -0.07 0.20 0.09 0.019
H 3.0173 1.2847 0.3401 -0.24 -0.43 -0.20 0.061
C -2.5195 -2.8829 -3.8287 0.37 0.31 -0.12 -0.085
O -3.7167 -3.3546 -3.2523 0.19 0.18 0.24 -0.171
C -4.1593 -2.5941 -2.1322 -0.12 -1.06 -0.26 -0.211
C -5.4111 -3.3166 -1.6299 -0.38 0.11 0.57 -0.435
C -6.5667 -3.1509 -2.5763 -0.93 1.12 -0.84 -0.067
N -5.7652 -2.7254 -0.3345 0.22 1.02 -0.52 0.050
H -1.8998 -2.3550 -3.0974 0.00 -0.02 0.06 0.070
H -2.6885 -2.1953 -4.6624 -0.19 0.09 0.10 0.068
H -1.9232 -3.7082 -4.2205 -0.22 -0.19 0.11 0.093
H -3.4133 -2.6243 -1.3287 0.06 0.36 -0.36 0.080
H -4.3461 -1.5500 -2.3917 -0.27 0.09 -0.11 0.136
H -5.2050 -4.3736 -1.4223 0.34 -0.03 -0.82 0.127
H -6.7666 -2.0775 -2.7031 -0.01 0.04 0.53 0.081
H -7.4986 -3.5749 -2.1977 0.12 -0.20 0.03 0.075
H -6.4552 -3.4126 -3.6304 0.51 -0.83 0.29 0.078
H -6.4579 -3.2330 0.1927 0.11 -0.21 0.04 0.083
H -4.9072 -2.5943 0.1843 -0.54 0.04 0.58 0.014
C 1.9773 -0.9604 -2.3698 0.03 0.48 -0.74 -0.105
O 1.2609 -0.3347 -1.3397 -0.34 0.64 1.07 -0.205
C -0.1238 -0.5007 -1.4211 -1.71 -0.41 -1.49 -0.217
C -0.9731 -0.0599 -0.2396 1.61 0.21 1.38 -0.377
C -0.9729 1.4594 -0.0479 0.39 -0.65 -0.37 -0.047
N -0.3941 -0.6406 1.0052 0.28 0.10 -0.17 0.063
H 3.0001 -0.6032 -2.2510 0.23 -0.80 0.29 0.091
H 1.7384 -0.6041 -3.3846 -0.57 0.16 0.15 0.070
H 1.7761 -2.0337 -2.3674 0.55 -0.11 0.16 0.098
H -0.4965 0.0602 -2.2908 0.03 -0.10 -0.19 0.106
H -0.4062 -1.5469 -1.5947 0.46 -0.21 -0.09 0.114
H -1.9885 -0.4485 -0.2909 0.03 0.02 -0.57 0.109
H 0.0621 1.7956 0.0592 0.01 -0.03 0.29 0.070
H -1.5262 1.6507 0.8682 -0.12 0.51 -0.19 0.059
H -1.3252 1.9751 -0.9434 -0.49 0.05 0.21 0.076
H -0.4836 -1.6554 1.0086 -0.19 0.02 -0.35 0.050
H 0.6135 -0.5250 0.8831 0.00 0.07 0.29 0.068
C 2.3044 2.7671 -2.5023 -0.58 -0.96 -0.44 -0.106
O 2.6903 3.9351 -1.8307 -0.16 -0.21 0.39 -0.191
C 2.7504 5.0778 -2.6620 1.31 -0.16 0.22 -0.207
C 3.6556 6.1215 -2.0001 0.03 0.50 1.10 -0.411
C 5.1432 5.7221 -1.8395 -1.14 -1.09 -0.45 -0.049
N 3.1985 6.4468 -0.6274 -0.03 0.11 -0.56 0.033
H 1.7015 2.0422 -1.9421 0.36 0.46 0.98 0.065
H 3.1859 2.1989 -2.8126 -0.02 0.14 -0.45 0.097
H 1.5921 2.9431 -3.3192 0.54 0.42 -0.43 0.074
H 3.2815 4.8653 -3.5997 -0.59 -0.32 -0.29 0.124
H 1.7246 5.4251 -2.8093 0.10 0.34 -0.32 0.124
H 3.5938 7.0250 -2.6119 -0.07 0.06 0.01 0.131
H 5.1534 4.9718 -1.0450 0.30 0.09 0.11 0.052
H 5.7980 6.5483 -1.5883 -0.12 0.13 -0.02 0.076
H 5.4882 5.1839 -2.7252 0.21 0.28 -0.10 0.076
H 2.1939 6.5957 -0.6559 0.02 0.06 0.20 0.067
H 3.3467 5.6017 -0.0846 -0.17 0.04 0.12 0.045
C -0.0841 2.7407 2.9841 -0.23 -0.45 -0.13 -0.119
O 0.6087 3.0891 4.1570 -0.07 0.06 -0.12 -0.168
C 1.9667 2.7149 4.0777 0.18 0.10 -0.10 -0.248
C 2.7479 3.4596 5.1474 1.08 -0.10 0.46 -0.417
C 2.7934 4.9679 4.9255 -1.27 0.09 -0.80 -0.040
N 4.1041 2.8702 5.1394 0.59 0.70 -0.76 0.051
H 0.1253 3.4555 2.1810 -0.01 -0.04 -0.07 0.091
H -1.1580 2.6960 3.1724 0.03 0.37 0.20 0.088
H 0.1633 1.7266 2.6470 0.25 0.05 -0.04 0.067
H 2.0550 1.6334 4.2290 0.10 0.50 -0.37 0.066
H 2.4157 2.9184 3.0952 -0.18 0.33 -0.13 0.127
H 2.3440 3.2001 6.1293 -0.31 0.56 -0.18 0.121
H 1.8644 5.2865 4.4346 -0.22 0.01 0.48 0.077
H 3.5132 5.2587 4.1550 0.51 -0.18 0.41 0.074
H 2.8954 5.5310 5.8497 0.30 0.07 -0.07 0.077
H 4.7023 3.2137 5.8879 -0.55 -0.08 0.46 0.084
H 4.5522 3.3454 4.3520 0.15 -0.72 -0.26 0.044
C 3.1031 -0.5072 -6.3175 0.06 0.22 0.28 -0.104
O 3.6843 -1.4734 -5.4573 0.49 -0.17 -1.32 -0.203
C 5.0678 -1.7475 -5.7982 -0.70 0.55 1.24 -0.182
C 5.7912 -1.6703 -4.4721 1.56 -0.63 1.43 -0.435
C 7.3076 -1.4973 -4.6499 -0.37 -0.22 -0.91 -0.067
N 5.5099 -2.8791 -3.6344 -0.28 0.50 -0.86 0.036
H 3.8278 0.2890 -6.5169 -0.15 0.23 0.19 0.085
H 2.2394 -0.1175 -5.7801 -0.04 0.14 -0.16 0.069
H 2.7822 -0.8550 -7.3048 -0.01 -0.51 0.14 0.088
H 5.1885 -2.7621 -6.1807 -0.15 -0.02 -0.28 0.127
H 5.4649 -1.0256 -6.5136 -0.16 0.07 -0.09 0.117
H 5.4492 -0.8761 -3.8067 -0.34 0.42 -0.63 0.132
H 7.5461 -0.5497 -5.1385 -0.13 0.11 0.13 0.073
H 7.6365 -2.2597 -5.3659 0.28 -0.12 0.23 0.076
H 7.8881 -1.5658 -3.7345 -0.20 -0.15 0.12 0.075
H 4.4956 -2.9509 -3.7268 0.05 -0.38 0.43 0.058
H 5.8773 -3.6918 -4.1283 0.01 -0.02 0.11 0.066
C 2.2974 0.7417 6.2750 -0.37 0.36 0.41 -0.136
O 1.5965 -0.4810 6.2883 -0.59 -0.35 0.07 -0.168
C 0.6959 -0.5275 5.1777 0.64 0.26 -0.14 -0.185
C 0.2728 -1.9562 4.8425 0.02 0.50 1.15 -0.400
C 1.4890 -2.8728 4.6399 -0.58 -0.12 0.07 -0.035
N -0.7294 -2.0024 3.7887 2.22 0.01 -0.13 0.036
H 2.5959 1.0610 7.2752 0.45 -0.78 0.17 0.100
H 1.6722 1.6027 5.9957 -0.29 -0.96 -0.01 0.054
H 3.1343 0.6768 5.5784 0.14 0.17 0.31 0.086
H -0.1421 0.1351 5.4089 -0.29 -0.13 -0.20 0.137
H 1.2369 -0.0886 4.3281 -0.22 -0.18 -0.31 0.109
H -0.3449 -2.2517 5.7006 0.70 -0.48 0.41 0.139
H 1.0768 -3.8665 4.4424 0.31 -0.14 -0.04 0.069
H 2.1477 -2.9227 5.5055 -0.16 0.06 0.12 0.076
H 2.1050 -2.5727 3.7891 -0.17 0.14 -0.13 0.071
H -0.8376 -2.9856 3.5537 -0.31 0.21 -0.24 0.061
H -0.4331 -1.4910 2.9587 0.04 -0.05 0.04 0.050
C -2.6367 0.3685 -6.2297 0.55 -0.53 0.37 -0.108
O -1.4552 0.1049 -5.4876 0.46 -0.47 0.46 -0.222
C -0.7883 1.1760 -4.8096 -0.32 -0.92 -1.42 -0.199
C -0.4399 2.2294 -5.8554 -0.30 2.15 0.87 -0.189
N -1.4857 3.2449 -5.9677 -1.03 -0.44 0.06 -0.069
C -1.5153 4.2821 -4.9718 0.06 -0.27 0.67 -0.222
C -2.7043 5.2084 -4.9958 -0.42 0.67 -0.46 -0.210
O -2.4351 6.2253 -5.9646 0.09 -0.32 -0.21 -0.180
C -3.5595 6.7686 -6.5951 -1.02 0.87 0.34 -0.132
H -3.3268 1.0154 -5.6874 -0.07 0.06 -0.09 0.089
H -3.0409 -0.6363 -6.3561 -0.41 0.18 -0.12 0.077
H -2.4150 0.7606 -7.2256 -0.06 0.27 0.07 0.079
H 0.1311 0.7533 -4.3999 -0.04 -0.18 -0.08 0.089
H -1.4189 1.4416 -3.9555 0.07 0.83 -0.17 0.114
H -0.2798 1.8008 -6.8406 0.05 -0.39 0.13 0.123
H 0.4711 2.7803 -5.5742 0.34 -0.41 0.02 0.103
H -1.7318 3.5598 -6.8902 0.32 0.06 -0.10 0.118
H -0.6072 4.9023 -4.9923 0.00 0.22 -0.04 0.120
H -1.5358 3.8661 -3.9567 0.16 -0.50 -0.18 0.112
H -2.8700 5.5871 -3.9794 0.41 0.59 -0.07 0.120
H -3.6957 4.8022 -5.2232 0.35 -0.80 -0.27 0.116
H -3.9290 7.6451 -6.0466 0.03 0.00 0.13 0.085
H -4.4205 6.0938 -6.6569 0.23 -0.34 0.03 0.081
H -3.3796 7.1344 -7.6060 0.62 -0.28 0.00 0.084
C -4.0684 -0.6342 1.4409 -0.70 1.07 -0.27 -0.138
O -3.6703 -1.8077 2.0792 0.09 -0.37 -0.78 -0.200
C -3.3560 -1.7145 3.4692 -1.00 0.45 -0.06 -0.219
C -4.3417 -0.9324 4.3042 0.86 -0.77 1.96 -0.191
N -5.5812 -1.6225 4.7359 -0.33 0.40 -1.58 -0.031
C -6.5051 -1.8838 3.6355 -1.56 -0.10 -0.40 -0.212
C -7.9232 -2.2359 4.1154 0.88 -0.14 0.63 -0.220
O -7.9456 -3.6543 4.2844 -0.35 0.37 0.45 -0.200
C -9.0296 -4.0553 5.0981 0.43 -0.62 0.32 -0.126
H -3.9764 -0.6731 0.3538 0.32 -0.60 0.03 0.067
H -3.5354 0.2817 1.7231 0.25 -0.23 0.39 0.093
H -5.1398 -0.4434 1.5741 0.03 0.06 0.25 0.077
H -2.3340 -1.3550 3.6182 -0.86 0.27 -0.15 0.078
H -3.3496 -2.7489 3.8255 -0.02 0.45 -0.17 0.069
H -4.3475 0.1142 3.9993 -1.06 -0.05 -0.17 0.116
H -3.8798 -0.8847 5.3011 0.64 0.32 -0.25 0.119
H -5.2609 -2.5447 5.0169 -0.03 0.11 0.40 0.102
H -6.2307 -2.7418 3.0107 0.33 0.11 -0.16 0.112
H -6.6359 -1.0317 2.9663 0.47 0.23 0.22 0.109
H -8.7194 -1.8904 3.4484 0.07 -0.24 -0.32 0.118
H -8.0993 -1.7439 5.0787 0.06 -0.01 0.07 0.118
H -9.9461 -3.5761 4.7517 -0.26 -0.37 0.03 0.086
H -8.9029 -3.8693 6.1740 0.24 0.76 -0.14 0.085
H -9.0375 -5.1476 5.1018 -0.47 0.04 -0.63 0.085
C 3.3256 -2.6721 0.1818 1.02 -0.19 -1.29 -0.087
C 2.4744 -3.8525 0.5334 -1.99 0.38 0.60 -0.277
O 1.1406 -3.5916 0.0432 0.26 0.35 -0.41 -0.127
H 4.2827 -2.6877 0.7043 -0.19 0.27 0.42 0.080
H 2.7833 -1.7344 0.2401 -0.24 -0.19 0.66 0.036
H 3.6435 -2.6514 -0.8670 -0.17 -0.44 -0.05 0.068
H 2.3265 -3.8755 1.6217 0.68 -0.39 0.04 0.097
H 2.7935 -4.8247 0.1485 0.43 0.17 0.11 0.114
H 0.4960 -4.1870 0.4668 0.11 -0.25 -0.36 0.012
```
Forces are in eV/Å.

Output
Molecular weight   1025.55 g mol⁻¹
SMILES   COC[C@H](C)N.COC[C@H](C)N.COC[C@H](C)N.COC[C@H](C)N.COC[C@H](C)N.COC[C@H](C)N.COC[C@H](C)N.COC[C@H](C)N.COCCNCCOC.COCCNCCOC.CCO
Energy   -3352.3087 a.u.
Maximum force   2.34 eV Å⁻¹
Highest occupied orbital energy   -8.085 eV
HOMO-LUMO gap   0.3161 Eh
Spin multiplicity   1